The following is a DFT calculation (the ωB97M-V functional and the def2-TZVPD basis) of a 4-piece molecular cluster, C35H78BN2O17PS overall in a non-equilibrium geometry.

Geometry as XYZ:
```
135
C35H78BN2O17PS | OMol25 | the ωB97M-V functional and the def2-TZVPD basis
C 0.393 -3.425 0.157
C 0.720 -2.720 -1.161
C -0.191 -1.532 -1.458
C -1.667 -1.908 -1.551
C -2.564 -0.661 -1.728
C -3.887 -0.769 -0.965
C -5.089 -0.029 -1.631
C -4.678 1.349 -2.194
C -4.003 2.343 -1.254
C -4.049 3.791 -1.787
C -2.671 4.389 -2.095
O -2.234 5.317 -1.104
B -5.502 -0.935 -2.882
O -5.748 -0.358 -4.107
O -5.615 -2.295 -2.694
C -6.807 -2.973 -3.066
C -6.382 -0.041 -0.716
N -7.254 1.074 -0.982
C -7.242 2.255 -0.521
C -7.803 3.345 -1.391
C -6.874 2.699 0.884
C -6.070 -0.505 0.716
P -7.490 -0.663 1.881
N -7.950 -2.134 2.055
O -8.696 0.275 1.433
O -7.024 0.021 3.242
O -4.953 0.201 1.297
S -3.566 -0.388 0.775
O -2.594 0.644 0.944
O -3.337 -1.639 1.440
H 1.237 -4.043 0.463
H -0.471 -4.080 0.048
H 0.186 -2.701 0.946
H 0.697 -3.444 -1.979
H 1.752 -2.365 -1.104
H -0.075 -0.796 -0.656
H 0.107 -1.073 -2.405
H -1.982 -2.489 -0.684
H -1.801 -2.542 -2.434
H -2.760 -0.534 -2.794
H -1.985 0.200 -1.396
H -4.139 -1.830 -0.926
H -5.573 1.795 -2.626
H -4.011 1.202 -3.046
H -2.952 2.069 -1.165
H -4.400 2.272 -0.252
H -4.624 3.788 -2.717
H -4.522 4.459 -1.064
H -2.710 4.973 -3.014
H -1.918 3.604 -2.218
H -2.018 4.829 -0.298
H -6.607 -0.572 -4.495
H -6.988 -2.920 -4.142
H -7.667 -2.583 -2.516
H -6.688 -4.022 -2.802
H -6.956 -0.914 -1.067
H -7.817 3.041 -2.434
H -8.841 3.531 -1.092
H -7.268 4.280 -1.227
H -7.249 2.016 1.638
H -7.340 3.665 1.080
H -5.809 2.843 1.028
H -5.768 -1.554 0.636
H -7.435 -2.815 1.515
H -9.393 -0.313 1.105
H -6.833 -0.694 3.870
C -1.583 8.721 0.036
O -0.440 8.869 0.850
C -0.389 10.128 1.493
C 0.489 10.069 2.722
O -0.135 9.478 3.850
C -0.268 8.066 3.853
C 1.019 7.324 4.134
O 1.829 7.259 2.975
C 3.182 7.017 3.278
H -1.602 9.473 -0.763
H -1.547 7.731 -0.413
H -2.500 8.807 0.631
H -1.397 10.447 1.785
H 0.026 10.870 0.796
H 0.698 11.098 3.024
H 1.440 9.584 2.491
H -0.723 7.706 2.928
H -0.954 7.852 4.675
H 0.775 6.302 4.457
H 1.557 7.829 4.946
H 3.597 7.815 3.906
H 3.728 6.990 2.337
H 3.314 6.057 3.792
C 5.471 -8.416 -0.698
O 4.997 -7.643 -1.774
C 3.583 -7.590 -1.823
C 3.113 -6.375 -2.591
O 3.169 -5.169 -1.848
C 4.449 -4.591 -1.643
C 5.034 -3.930 -2.868
O 5.598 -4.892 -3.743
C 5.724 -4.410 -5.059
H 5.131 -9.457 -0.769
H 6.558 -8.399 -0.736
H 5.142 -8.002 0.263
H 3.169 -7.553 -0.808
H 3.208 -8.494 -2.324
H 2.054 -6.520 -2.813
H 3.648 -6.286 -3.539
H 5.147 -5.315 -1.216
H 4.288 -3.809 -0.897
H 5.823 -3.235 -2.549
H 4.247 -3.364 -3.383
H 4.747 -4.140 -5.478
H 6.156 -5.208 -5.661
H 6.383 -3.535 -5.106
C 10.287 -1.399 2.650
O 8.958 -1.826 2.835
C 8.035 -1.064 2.078
C 6.750 -1.828 1.859
O 6.823 -2.809 0.835
C 7.529 -4.003 1.147
C 6.786 -4.926 2.086
O 6.899 -4.490 3.428
C 5.877 -5.009 4.247
H 10.424 -0.358 2.966
H 10.924 -2.038 3.260
H 10.592 -1.494 1.601
H 8.468 -0.800 1.105
H 7.805 -0.137 2.624
H 6.003 -1.113 1.508
H 6.391 -2.257 2.797
H 8.529 -3.778 1.523
H 7.636 -4.529 0.195
H 7.216 -5.935 2.004
H 5.730 -4.967 1.787
H 4.888 -4.691 3.896
H 6.035 -4.621 5.251
H 5.907 -6.104 4.281
```

**Total energy**: -96145.22209 eV
**Molar mass**: 872.859 u
**Orbital gap**: 9.25 eV
**SMILES**: CCCCC[C@@H]1[C@@](CCCCO)(B(O)OC)[C@H](N=C(C)C)[C@H](P(=N)(O)O)OS1(=O)=O.COCCOCCOC.COCCOCCOC.COCCOCCOC
**HOMO**: -9.062 eV

Löwdin atomic charge list, values in e, 8 entries:
1 C -0.1026
2 C -0.2667
3 C -0.2176
4 C -0.1856
5 C -0.1598
6 C -0.2601
7 C -0.2012
8 C -0.1340